The following is a DFT calculation (ωB97M-V with the def2-TZVPD basis set) of C23H25N5O3V as an isolated structure.

**Spin multiplicity**: 2
**Lowest unoccupied orbital energy (alpha / beta)**: 4.576 / 4.575 eV
**HOMO-LUMO gap (alpha / beta)**: 4.10 / 4.50 eV
**Energy relative to the best compared isomer or geometry (same formula, charge and spin)**: 27.5 kJ/mol
**Net charge**: -2
**HOMO (alpha / beta)**: 0.473 / 0.075 eV

The geometry in XYZ format:
```
57
Properties=species:S:1:pos:R:3:forces:R:3
V -0.8151 -1.5204 0.0732 -0.596 0.131 -0.508
O 0.0517 1.4438 -0.9521 0.186 -0.287 0.100
C -1.1003 2.0829 -0.4619 -0.059 0.071 0.055
C -2.3682 1.1611 -0.5491 0.662 -0.462 0.650
O -3.4703 1.6699 -0.6284 -0.527 0.174 -0.216
O -2.1255 -0.0912 -0.3748 -0.248 0.464 -0.542
C -1.1664 3.3611 -1.3037 -0.410 -0.178 0.141
C -2.1896 3.6964 -2.1818 -0.021 0.114 -0.085
C -2.1316 4.8845 -2.9163 -0.354 -0.498 0.064
C -1.0638 5.7405 -2.7874 0.356 0.250 0.111
C -0.0251 5.4020 -1.9263 -0.011 -0.167 0.077
C -0.0841 4.2208 -1.1986 0.415 0.393 0.001
C -0.9735 2.4059 1.0514 -0.274 0.170 -0.459
C -0.3509 1.4963 1.8885 0.214 -0.178 0.325
C -0.2949 1.7211 3.2632 0.048 -0.089 -0.232
C -0.8570 2.8614 3.8135 -0.002 0.000 0.010
C -1.4881 3.7759 2.9821 -0.007 0.007 -0.296
C -1.5498 3.5441 1.6095 -0.093 0.145 0.166
H 0.1580 0.5372 -0.5629 0.252 0.182 -0.107
H -3.0401 3.0365 -2.2690 -0.004 0.046 0.003
H -2.9418 5.1317 -3.5918 -0.045 -0.018 -0.005
H -1.0364 6.6714 -3.3414 0.036 0.007 -0.039
H 0.8305 6.0565 -1.8222 0.047 0.038 0.021
H 0.7269 3.9498 -0.5290 -0.064 0.050 -0.068
H 0.0783 0.5842 1.4802 0.003 0.079 0.105
H 0.1785 0.9796 3.8942 -0.025 -0.025 0.006
H -0.8194 3.0305 4.8840 0.008 -0.003 -0.009
H -1.9375 4.6720 3.3960 -0.015 -0.014 -0.012
H -2.0614 4.2575 0.9723 0.020 -0.049 0.002
N -1.6191 -2.2321 3.0589 0.212 0.188 -0.728
C -1.3207 -1.9744 1.9547 -0.355 -0.549 1.891
N 0.5399 -6.7241 0.3697 0.142 0.058 0.041
C 0.0678 -5.6557 -0.4280 -0.069 0.080 0.139
C -0.4254 -4.5167 0.1698 -0.052 0.067 -0.062
N -0.8239 -3.4119 -0.5693 -0.076 -0.746 -0.623
C -0.7150 -3.6190 -1.9299 -0.090 -0.136 0.150
C -0.2437 -4.7682 -2.4811 -0.028 -0.140 0.201
N 0.1782 -5.8603 -1.7505 -0.037 0.199 -0.267
H 0.0764 -6.7766 1.2616 -0.085 -0.014 0.106
H 0.4587 -7.5870 -0.1440 -0.032 -0.116 -0.049
H -0.4892 -4.4170 1.2473 0.007 -0.013 -0.061
H -1.0178 -2.7942 -2.5637 0.020 0.077 -0.064
H -0.1828 -4.8526 -3.5612 0.006 -0.019 -0.016
C 2.8441 -1.8361 -1.1575 -0.011 -0.014 -0.160
C 2.2585 -1.4708 0.2110 -0.443 -0.093 -0.169
C 2.9541 -0.2151 0.7332 0.031 0.247 0.091
C 2.5084 -2.6215 1.1886 -0.051 -0.120 0.124
N 0.8311 -1.2359 0.0800 1.521 0.711 0.224
H 3.9216 -2.0525 -1.0899 -0.144 0.036 -0.009
H 2.6917 -1.0054 -1.8581 0.026 -0.123 0.078
H 2.3267 -2.7164 -1.5515 0.059 0.070 0.020
H 4.0380 -0.3789 0.8180 -0.101 0.053 -0.004
H 2.5608 0.0499 1.7216 0.052 -0.029 -0.108
H 2.7700 0.6299 0.0597 0.027 -0.084 0.074
H 3.5861 -2.8036 1.3229 -0.137 0.029 -0.012
H 2.0346 -3.5351 0.8182 0.059 0.065 0.033
H 2.0577 -2.3818 2.1581 0.056 -0.041 -0.098
```
Forces are in eV/Å.

Löwdin population analysis, charges in e, atoms 1 to 8: V 0.6367; O -0.0194; C -0.3319; C -0.5463; O 0.0447; O -0.1205; C -0.1393; C -0.0085



The following is a DFT calculation (ωB97M-V with the def2-TZVPD basis set) of a single C23H25NO3 molecule.

**Spin multiplicity**: 1
**Lowest unoccupied orbital energy**: 0.485 eV
**SMILES**: CCCC(Nc1ccccc1OC)=C1C(=O)CC(c2ccccc2)CC1=O
**HOMO-LUMO gap**: 8.37 eV
**Energy relative to the best compared isomer or geometry (same formula, charge and spin)**: 1533.6 kJ/mol
**HOMO**: -7.885 eV

The geometry in XYZ format:
```
52
Properties=species:S:1:pos:R:3:forces:R:3
C -0.3528 -3.6205 0.7824 1.674 2.338 -6.945
C -1.6357 -3.1285 0.3117 -5.781 -1.345 -1.068
C -1.7434 -2.2285 -0.9484 -1.544 4.931 4.655
C -1.3131 -0.8246 -0.2411 2.642 1.439 -1.304
N -2.2237 0.0361 0.3084 4.535 2.665 -0.679
C -3.5479 0.2528 -0.0057 2.990 -8.725 2.474
C -4.4568 -0.7829 0.2955 1.473 -2.274 1.305
C -5.7355 -0.6480 0.3583 -5.386 4.787 -1.213
C -6.3426 0.8483 0.1043 1.179 -5.369 0.234
C -5.5315 1.8069 -0.2667 4.804 -3.626 0.585
C -4.0331 1.3361 -0.2622 -4.769 15.291 -2.757
O -3.1079 2.5729 -0.3517 0.311 -7.162 -0.715
C -3.5696 3.7965 -0.6886 2.343 -0.164 10.163
C 0.1159 -0.3315 -0.1600 -2.765 -3.979 1.458
C 0.5041 0.7977 0.6438 2.940 -3.934 -5.102
O -0.2030 1.7556 0.7153 -1.987 3.222 2.193
C 2.0606 0.8177 0.6443 -0.648 8.308 4.287
C 2.9536 0.5395 -0.4709 -5.062 -5.674 -0.957
C 4.3044 0.5635 -0.0635 5.548 2.366 -4.047
C 5.1789 1.3197 -0.9834 -2.871 2.498 -2.671
C 6.5025 1.6883 -0.8736 -11.983 -12.376 9.176
C 7.0680 1.0121 0.1696 2.569 -0.229 3.886
C 6.3824 0.3185 1.2005 -2.330 -0.217 -3.828
C 4.9838 -0.0652 0.9239 2.053 1.419 2.292
C 2.4395 -0.9751 -0.4073 8.858 -5.256 -2.726
C 1.1866 -1.3522 -0.7545 -5.861 7.793 3.385
O 0.7029 -1.9787 -1.5788 0.073 -5.587 -5.486
H 0.0534 -2.7575 1.1964 1.856 1.002 1.011
H -0.4607 -4.3826 1.3708 -0.389 -4.243 3.632
H 0.1504 -3.9429 -0.2292 -0.002 0.378 2.312
H -2.1131 -2.6315 1.1852 -0.339 -0.390 -0.628
H -2.3289 -3.9933 -0.0718 1.049 0.959 1.376
H -0.9966 -2.5501 -1.5636 0.768 -0.380 -2.333
H -2.7512 -1.8187 -1.2892 0.959 -2.029 0.025
H -1.5951 1.0684 0.4424 -1.630 -2.531 0.084
H -4.1472 -1.6862 0.8089 0.883 -0.303 -0.769
H -6.4851 -1.4299 0.4893 0.496 0.191 0.435
H -7.3798 0.8600 0.1843 -1.637 0.560 0.149
H -5.7361 2.7913 -0.4383 -0.660 2.236 -0.458
H -4.2383 3.8926 -1.3383 -4.881 0.921 -6.291
H -4.0883 4.0047 0.3595 0.098 1.150 -1.916
H -2.6863 4.3470 -0.5821 0.935 1.633 -1.076
H 2.4835 0.5277 1.6107 -0.152 -0.626 -0.247
H 2.2788 1.9746 0.7441 -0.883 -1.315 0.487
H 2.5587 0.8985 -1.4736 1.186 0.107 1.321
H 4.6594 1.8274 -1.9157 0.551 -1.146 1.990
H 7.0654 2.1906 -1.2530 10.333 10.557 -9.233
H 8.1774 1.2123 0.3072 -1.341 -0.366 0.221
H 6.8607 0.0550 2.0934 0.631 -0.702 0.932
H 4.4062 -0.5999 1.6505 0.098 -0.507 0.505
H 2.5958 -1.6092 0.5076 0.466 1.404 0.020
H 3.1304 -1.7748 -1.1970 -1.399 2.300 1.855
```
Forces are in eV/Å.

Löwdin population analysis, charges in e, atoms 1 to 8: C -0.0931; C -0.2918; C -0.0600; C -0.0578; N 0.1284; C -0.2948; C -0.0828; C -0.0154